This record from the OMol25 dataset describes a structure of composition C29H26LuN7 in a non-equilibrium geometry. The level of theory is ωB97M-V/def2-TZVPD.

Summary:
Total energy ... -2739.0835 Ha
M ... 647.54 g mol⁻¹
Total charge ... +2
F_max ... 0.07819 hartree/bohr
ΔE to the lowest compared entry with this formula, charge and spin ... 0.0 kcal/mol
2S+1 ... 1

XYZ file:
```
63
Properties=species:S:1:pos:R:3:forces:R:3
Lu 0.083 -1.030 -0.485 -0.6024 2.6054 -1.8094
C -4.494 4.308 1.189 -0.6999 0.0112 0.2154
C -3.360 3.446 0.750 0.9016 -0.3806 0.3958
C -2.078 3.696 1.313 -0.6692 -0.7002 -0.6578
C -1.010 2.951 0.894 0.1654 -0.6048 -1.0182
C -1.123 1.918 -0.082 -1.3379 0.0123 -0.3457
N 0.005 1.249 -0.543 0.3517 -2.2138 0.4156
C 1.107 1.961 -0.998 0.3268 0.4464 -0.1663
C 0.934 3.095 -1.858 -0.5474 -1.0521 0.7807
C 1.977 3.841 -2.329 1.0044 -0.7356 0.5117
C 3.289 3.504 -1.927 0.1348 -0.8916 0.5064
C 4.506 4.289 -2.350 0.8830 -0.4741 -0.6760
C 3.474 2.340 -1.128 0.1364 0.6756 -0.6094
C 2.430 1.527 -0.688 -1.7835 1.8655 -1.5555
N 2.688 0.301 -0.047 2.0951 -2.4795 2.3728
C 3.712 0.076 0.887 -1.2360 -0.3314 -0.5604
C 3.959 -1.299 1.002 -0.5148 0.8852 -1.0130
C 3.112 -1.895 0.040 -0.7914 1.5553 0.5847
N 2.267 -0.967 -0.518 2.7455 0.6657 0.0515
C -2.444 1.557 -0.532 1.2551 0.4895 1.3963
C -3.521 2.354 -0.105 -0.9727 0.1843 -0.4199
N -2.719 0.378 -1.306 -1.2455 -2.0784 -1.6591
C -3.945 0.075 -1.920 1.4363 0.8120 0.1766
C -3.806 -1.018 -2.756 0.6204 -0.1108 0.7064
C -2.493 -1.438 -2.551 0.5170 0.4154 0.8839
N -1.799 -0.676 -1.649 -2.7963 1.1871 -1.0932
H -4.236 5.374 1.058 -0.2832 -0.4794 0.1035
H -4.725 4.116 2.257 0.1777 0.2698 -0.5134
H -5.408 4.063 0.628 0.2732 0.2945 0.1196
H -1.914 4.430 2.087 -0.2419 0.2673 -0.0566
H -0.011 3.163 1.249 0.0738 0.0142 0.0768
H -0.082 3.339 -2.175 0.2241 -0.1109 0.2437
H 1.765 4.624 -3.035 0.2125 0.3421 -0.0476
H 4.444 5.335 -2.063 -0.0824 0.0709 0.0994
H 4.696 4.280 -3.465 -0.3902 -0.1310 1.1432
H 5.410 3.850 -1.865 -0.5965 0.4343 -0.4023
H 4.471 2.021 -0.844 0.1684 0.2000 -0.2471
H 4.179 0.875 1.480 -0.4021 -0.2293 -0.6996
H 4.680 -1.738 1.684 -0.1958 -0.0438 -0.4227
H 3.015 -2.926 -0.269 -0.0899 -0.0256 0.2252
H -4.553 2.154 -0.509 1.2327 0.2657 0.6721
H -4.835 0.690 -1.795 0.5652 -0.1450 0.0609
H -4.549 -1.525 -3.368 0.2224 0.4166 0.2359
H -2.015 -2.293 -3.012 0.0511 0.0558 0.1514
N -0.111 -1.151 1.705 -0.3668 0.3889 1.4350
C -0.107 -2.543 2.170 -0.0301 0.9071 0.0411
C -0.058 -2.807 3.514 0.1120 -0.7198 -0.0513
C -0.137 -4.166 3.924 -0.1326 -0.6452 -0.2059
C -0.192 -5.202 2.994 0.0314 0.9836 1.2766
C -0.123 -4.918 1.621 0.1375 0.3776 -1.2654
C 0.019 -5.911 0.608 -0.4311 1.3615 -1.3414
C 0.081 -5.561 -0.767 0.2131 -0.8188 1.8647
C 0.061 -4.219 -1.118 -0.4891 0.4843 1.1853
N -0.096 -3.259 -0.174 0.4019 -0.6752 -0.1631
C -0.143 -3.550 1.181 0.2536 -1.5722 -0.4153
H -0.935 -0.657 2.077 0.1026 -0.2484 -0.1984
H 0.659 -0.600 2.106 0.0287 -0.3549 -0.0557
H 0.073 -1.979 4.233 -0.2686 -0.6086 -0.3722
H -0.174 -4.440 4.982 0.0753 0.3230 -0.3574
H -0.293 -6.213 3.376 0.1588 0.0111 -0.2910
H 0.050 -6.932 0.915 0.0458 -0.6049 0.0197
H 0.182 -6.336 -1.516 0.0210 0.0985 0.0405
H 0.162 -3.930 -2.179 -0.1588 0.0882 0.6980
```
Forces are in eV/Å.



This record from the OMol25 dataset describes a structure of composition C29H26N6O4SV. The level of theory is ωB97M-V/def2-TZVPD.

Summary:
Total energy ... -3092.5302 Ha
M ... 605.58 g mol⁻¹
Total charge ... -2
F_max ... 0.01618 hartree/bohr
ΔE to the lowest compared entry with this formula, charge and spin ... 32.1 kcal/mol
2S+1 ... 4

XYZ file:
```
67
Properties=species:S:1:pos:R:3:forces:R:3
V 0.542 -0.093 0.226 0.5829 0.2208 -0.5510
O 2.264 -2.677 2.848 0.0319 0.0053 -0.0510
C 1.688 -1.798 2.208 0.0918 0.1262 0.0852
O 1.491 -1.750 0.954 -0.0837 0.0574 0.1348
C 1.161 -0.588 3.002 -0.0242 -0.0977 0.0888
C 1.367 -0.551 4.369 -0.0292 0.0779 0.0081
C 0.846 0.512 5.089 0.0538 -0.0857 0.0207
C 0.094 1.460 4.427 -0.0526 0.0345 -0.0821
C -0.115 1.342 3.056 0.2395 0.0304 -0.1236
N 0.472 0.364 2.349 -0.1843 -0.3083 0.1407
C -1.117 2.318 2.398 -0.5716 -0.2164 0.4956
O -1.245 3.410 2.987 0.1971 0.0942 -0.2338
O -1.794 1.839 1.463 0.4579 0.1982 -0.4414
H 1.919 -1.366 4.813 0.0065 0.0102 0.0151
H 1.005 0.585 6.159 -0.0026 -0.0090 0.0179
H -0.368 2.301 4.923 0.0044 -0.0041 0.0066
C -4.852 -4.256 2.081 -0.0034 -0.0140 0.0418
C -4.139 -3.083 2.756 0.1198 0.1986 0.0707
N -2.681 -3.164 2.809 0.0709 0.0841 -0.1558
C -2.005 -2.888 1.564 -0.2426 0.1904 0.4236
S -1.500 -4.240 0.632 0.1308 0.0982 -0.0214
N -1.918 -1.604 1.353 0.1649 -0.0296 -0.4812
N -1.285 -1.191 0.193 -0.3507 -0.4320 0.4401
C -1.869 -1.374 -0.933 0.0391 0.0659 -0.4629
C -3.272 -1.880 -1.075 -0.0074 0.0031 0.0303
C -1.048 -1.026 -2.119 -0.1987 0.1162 -0.0220
C -1.525 -1.084 -3.429 0.0644 0.0045 0.0479
C -0.674 -0.788 -4.481 -0.0436 -0.0017 0.0264
C 0.639 -0.441 -4.211 0.0586 0.0208 0.0285
C 1.037 -0.376 -2.887 -0.0098 -0.0590 0.0356
N 0.221 -0.649 -1.873 0.0533 -0.0873 0.1632
H -5.938 -4.102 2.100 0.0776 -0.0060 -0.0243
H -4.631 -5.194 2.599 -0.0036 0.0223 0.0014
H -4.519 -4.377 1.052 0.0063 0.0071 -0.0322
H -4.517 -2.973 3.779 0.0313 -0.0273 0.0086
H -4.381 -2.150 2.242 0.0145 0.0003 0.0064
H -2.368 -4.072 3.117 -0.1469 -0.2261 -0.0767
H -3.410 -2.780 -0.481 0.0193 -0.0018 0.0012
H -3.515 -2.131 -2.103 -0.0139 0.0110 -0.0520
H -3.965 -1.108 -0.725 0.0037 -0.0191 0.0320
H -2.553 -1.348 -3.618 -0.0222 -0.0240 -0.0425
H -1.038 -0.826 -5.500 -0.0039 -0.0044 -0.0077
H 1.344 -0.202 -4.996 -0.0210 0.0013 -0.0171
H 2.043 -0.089 -2.606 0.0061 0.0089 -0.0194
N 0.029 2.002 -0.689 0.1026 -0.2348 0.7648
C 0.616 2.661 -1.767 -0.3153 0.0193 -0.2432
C -0.253 3.321 -2.647 0.0508 -0.0473 0.0244
C 0.212 4.057 -3.716 -0.0090 -0.0100 -0.0023
C 1.583 4.165 -3.902 -0.0211 0.0038 0.0160
C 2.439 3.489 -3.048 0.0086 -0.0920 -0.0442
C 2.010 2.668 -1.993 0.0050 -0.0391 0.0110
C 2.993 1.877 -1.165 0.0190 0.0033 -0.0563
C 4.357 1.994 -1.503 -0.0100 0.0468 0.0772
C 5.348 1.364 -0.775 -0.0374 -0.0164 -0.0117
C 4.987 0.596 0.325 -0.0292 0.0226 -0.0123
C 3.643 0.425 0.609 0.0008 0.0215 0.0321
C 2.583 0.999 -0.124 -0.1847 -0.0651 -0.0601
H -0.933 2.233 -0.467 -0.0595 0.1907 0.0343
H 0.603 2.112 0.150 -0.0595 0.1768 -0.0182
H -1.317 3.252 -2.448 0.0148 0.0121 0.0032
H -0.486 4.559 -4.376 0.0159 0.0019 0.0035
H 1.990 4.773 -4.702 -0.0058 -0.0193 0.0082
H 3.496 3.613 -3.225 -0.0091 -0.0419 -0.0191
H 4.677 2.570 -2.360 0.0052 0.0525 0.0341
H 6.387 1.467 -1.072 0.0167 0.0178 0.0101
H 5.740 0.107 0.935 0.0084 0.0058 -0.0187
H 3.407 -0.219 1.447 -0.0178 -0.0431 -0.0059
```
Forces are in eV/Å.



The highest 2S+1 belongs to which entry? C29H26N6O4SV



Among the records above, which one has the highest total charge? C29H26LuN7